Density functional theory data (ωB97M-V with the def2-TZVPD basis set) for a single C17H28N4O2 molecule in a non-equilibrium geometry.

The total energy is -28136.6888 eV. The HOMO energy comes out at -7.917 eV. The value obtained for the max |F| is 0.0229 hartree/bohr. Its SMILES is C[C@H](C1CCN(Cc2nc(C3CC3)no2)CC1)N1CCOCC1. The value obtained for the energy above the lowest of the compared OMol25 structures with the same formula, charge and spin is 2.377 eV. The HOMO-LUMO gap is 8.76 eV.

Positions of all 51 atoms, in Å:
C1 3.07473 0.30320 1.88588
C2 2.62734 0.72581 0.47855
C3 1.08695 0.73965 0.35242
C4 0.42153 1.71118 1.32664
C5 -1.09059 1.72803 1.11545
N1 -1.39502 2.12344 -0.24846
C6 -2.79247 2.40456 -0.47513
C7 -3.68931 1.20809 -0.45340
N2 -3.68412 0.20514 0.37097
C8 -4.68419 -0.59916 -0.10486
C9 -5.03517 -1.86234 0.52811
C10 -5.57677 -2.98078 -0.32503
C11 -6.48815 -2.26085 0.60472
N3 -5.26493 -0.10401 -1.16419
O1 -4.62084 1.07431 -1.40422
C12 -0.84403 1.16705 -1.19283
C13 0.67375 1.14424 -1.06319
N4 3.17777 -0.06095 -0.60900
C14 3.07333 -1.50430 -0.57104
C15 4.33063 -2.19435 -0.01803
O2 5.49362 -1.77498 -0.70113
C16 5.64833 -0.37453 -0.62220
C17 4.42743 0.34648 -1.21092
H1 2.76645 1.04505 2.61695
H2 2.64163 -0.65554 2.16184
H3 4.15817 0.22610 1.93174
H4 2.97490 1.75190 0.30919
H5 0.70466 -0.26658 0.55419
H6 0.61840 1.42767 2.36035
H7 0.81475 2.71528 1.15866
H8 -1.54511 2.45799 1.79023
H9 -1.51103 0.73754 1.34824
H10 -3.13060 3.10896 0.29241
H11 -2.90615 2.88089 -1.45408
H12 -4.38952 -2.10772 1.36039
H13 -5.67567 -2.78115 -1.38029
H14 -5.27171 -3.98734 -0.08301
H15 -7.20486 -1.57648 0.17911
H16 -6.82095 -2.76037 1.50168
H17 -1.12585 1.47913 -2.20220
H18 -1.24182 0.15180 -1.02053
H19 1.09706 0.44987 -1.78732
H20 1.06026 2.14177 -1.27591
H21 2.20473 -1.79901 0.01583
H22 2.92819 -1.84907 -1.60352
H23 4.26837 -3.27397 -0.16897
H24 4.44227 -1.99039 1.05701
H25 6.54746 -0.13747 -1.19410
H26 5.80359 -0.07452 0.42619
H27 4.54932 1.42589 -1.11467
H28 4.37321 0.09484 -2.27852